DFT (wB97M-V/def2-TZVPD) results for a cluster of 7 separate species, C4H26N2O6 in total at a distorted geometry.

Atoms and positions in Å:
C  0.6003  1.6059  -2.0629
C  0.2812  1.1638  -0.6558
C  0.7565  -0.2949  -0.4193
C  1.4019  -0.6189  0.9163
N  0.3799  -0.7115  2.0185
N  -1.2343  1.3281  -0.4966
H  1.6754  1.5707  -2.2584
H  0.1509  0.9748  -2.8314
H  0.3031  2.6370  -2.2907
H  0.6941  1.8706  0.0689
H  1.5285  -0.4766  -1.1738
H  -0.0217  -1.0066  -0.7003
H  1.9502  -1.5541  0.8433
H  2.0942  0.1701  1.1894
H  0.7556  -1.3420  2.7312
H  0.2314  0.2267  2.4196
H  -0.5201  -1.1206  1.6607
H  -1.5454  2.2385  -0.8407
H  -1.5251  1.2456  0.5034
H  -1.7223  0.6048  -1.0517
H  -0.2476  -3.0838  -3.7910
H  -0.3910  -4.1233  -2.6946
O  -0.4388  -3.1957  -2.8573
H  4.1856  1.1017  -0.7679
H  4.4582  -0.3493  -0.4521
O  3.7669  0.3000  -0.4684
H  -3.2426  -1.8814  -2.0916
H  -1.7275  -2.3017  -2.1127
O  -2.3851  -1.6857  -1.6979
H  1.7534  2.3559  2.6629
H  0.7551  2.3057  3.8317
O  0.9035  1.9883  2.9264
H  -2.6458  -2.2212  1.5644
H  -2.2682  -1.7998  0.1146
O  -2.1230  -1.5743  1.0707
H  -1.8593  2.6197  2.5277
H  -2.8065  1.3489  2.4495
O  -1.9217  1.6847  2.2157

Cartesian forces (eV/Å) of the 3 atoms listed first:
0.507 0.471 -0.811
-0.560 0.016 -0.182
0.056 0.286 -0.557

Its total charge is +1. The expectation value of S² is 0.75. The total energy is -728.6509 a.u. Its frontier orbital gap (spin up / spin down) is 2.691 / 11.983 eV. Its spin multiplicity is 2. For the LUMO energy (spin up / spin down), the calculation gives -2.4 / -2.5 eV. The highest occupied orbital energy (spin up / spin down) is -5.1 / -14.5 eV.